{"formula": "C2H6NOS", "method": "wB97M-V/def2-TZVPD", "orbital_gap_ev": [7.71, 7.41], "energy_ev": -16533.1109, "e_above_lowest_kcal_mol": 61.78, "charge": 1, "symbols": ["C", "C", "N", "O", "S", "H", "H", "H", "H", "H", "H"], "xyz": [[-2.49, 1.37, 2.79], [-1.76, 2.33, 2.62], [1.49, -1.93, -1.94], [0.62, 0.48, -0.80], [0.24, 1.77, -0.10], [-2.94, 0.40, 2.83], [-1.31, 3.36, 2.51], [2.03, -2.63, -1.39], [1.05, -1.23, -1.37], [0.95, -2.49, -2.57], [2.13, -1.43, -2.59]], "mulliken_charge": [-0.222, -0.515, -0.481, -0.498, 0.396, 0.380, 0.380, 0.408, 0.377, 0.383, 0.393]}